A) Molecular formula: C7H14N2
Method: DFT, ωB97M-V/def2-TZVPD

Summary:
- frontier orbital gap (Ha) = 0.36676
- SMILES = [H]/N=C(\C)C(=C)C.[H]/N=C/C
- E_HOMO (eV) = -9.41

Atoms and positions in Å:
H (2.684, 1.089, -0.782)
N (1.669, 1.223, -0.710)
C (1.240, 0.875, 0.463)
C (2.248, 0.344, 1.461)
C (-0.216, 0.992, 0.803)
C (-0.758, 0.391, 1.875)
C (-1.096, 1.766, -0.141)
H (3.021, 1.103, 1.617)
H (1.824, 0.097, 2.433)
H (2.719, -0.553, 1.045)
H (-1.826, 0.479, 2.065)
H (-0.208, -0.219, 2.579)
H (-0.624, 1.971, -1.105)
H (-2.017, 1.212, -0.355)
H (-1.369, 2.728, 0.306)
H (-1.625, -2.620, 0.575)
N (-1.857, -2.154, -0.309)
C (-0.777, -1.923, -0.977)
C (-0.812, -1.260, -2.315)
H (0.207, -2.237, -0.590)
H (-0.567, -2.000, -3.081)
H (-0.059, -0.470, -2.343)
H (-1.799, -0.835, -2.514)

Atomic partial charges in e from the Mulliken method, atoms 1 to 5: H 0.220; N -0.671; C 0.685; C -1.424; C 1.019

B) Molecular formula: C7H14N2
Method: DFT, ωB97M-V/def2-TZVPD

Summary:
- frontier orbital gap (Ha) = 0.33970
- E_HOMO (eV) = -8.25

Atoms and positions in Å:
C (1.583, 1.640, -0.291)
C (0.553, 0.374, 1.663)
C (-0.588, -0.722, 1.746)
C (-0.295, -1.361, 0.394)
C (0.009, -1.297, -1.621)
C (0.016, -0.211, -0.507)
C (-1.097, 0.704, -0.836)
H (0.837, 2.452, -0.230)
H (2.465, 1.993, 0.253)
H (1.879, 1.541, -1.387)
H (1.400, 0.159, 2.341)
H (0.217, 1.413, 1.897)
H (-1.588, -0.217, 1.731)
H (-0.494, -1.325, 2.686)
H (0.635, -1.848, 0.527)
H (-1.877, -1.691, -0.768)
H (0.934, -1.866, -1.731)
H (-0.431, -1.015, -2.555)
H (-0.936, 1.210, -1.863)
H (-2.085, 0.242, -0.918)
H (-1.252, 1.485, -0.098)
N (1.054, 0.404, 0.281)
N (-0.941, -2.065, -0.715)

Atomic partial charges in e from the Mulliken method, atoms 1 to 5: C -0.938; C -0.685; C -0.846; C -0.407; C -0.589

C) Molecular formula: C7H14N2
Method: DFT, ωB97M-V/def2-TZVPD

Summary:
- frontier orbital gap (Ha) = 0.34156
- SMILES = Cc1c[nH]cn1.CCC
- E_HOMO (eV) = -8.37

Atoms and positions in Å:
C (2.517, -1.185, -2.462)
C (1.999, -1.111, -1.076)
C (1.582, 0.128, -0.478)
N (1.118, -0.411, 0.765)
C (1.264, -1.803, 0.827)
N (1.737, -2.219, -0.302)
H (1.964, -0.632, -3.167)
H (2.685, -2.343, -2.888)
H (3.534, -0.665, -2.443)
H (1.751, 1.193, -0.660)
H (0.572, 0.100, 1.376)
H (1.114, -2.386, 1.703)
C (-1.929, 2.061, 1.458)
C (-1.772, 1.318, 0.221)
C (-2.068, -0.177, 0.426)
H (-1.189, 2.733, 1.788)
H (-2.675, 2.751, 1.540)
H (-2.138, 1.434, 2.401)
H (-2.413, 1.575, -0.568)
H (-0.745, 1.438, -0.138)
H (-1.587, -0.878, -0.208)
H (-2.145, -0.470, 1.544)
H (-3.177, -0.452, 0.342)

Atomic partial charges in e from the Mulliken method, atoms 1 to 5: C -0.990; C 0.580; C -0.496; N -0.054; C -0.227

D) Molecular formula: C7H14N2
Method: DFT, ωB97M-V/def2-TZVPD

Summary:
- frontier orbital gap (Ha) = 0.31766
- SMILES = C=C[C@H](C)N.[H]/N=C/C=C
- E_HOMO (eV) = -8.55

Atoms and positions in Å:
C (-1.769, -0.761, 1.095)
C (-1.252, 0.061, 0.197)
C (-0.340, -0.465, -1.056)
C (-1.319, -0.977, -2.112)
N (0.656, -1.417, -0.727)
H (-1.349, -1.742, 1.278)
H (-2.589, -0.480, 1.742)
H (-1.712, 1.030, 0.021)
H (0.161, 0.440, -1.416)
H (-1.841, -1.860, -1.746)
H (-0.766, -1.248, -3.011)
H (-2.059, -0.218, -2.360)
H (1.147, -1.114, 0.256)
H (0.224, -2.317, -0.526)
H (1.306, -0.898, 2.373)
N (1.495, -0.279, 1.590)
C (0.820, 0.821, 1.615)
C (1.146, 1.915, 0.703)
C (2.184, 1.897, -0.128)
H (0.132, 1.076, 2.423)
H (0.466, 2.758, 0.722)
H (2.878, 1.071, -0.122)
H (2.381, 2.708, -0.812)

Atomic partial charges in e from the Mulliken method, atoms 1 to 5: C -0.766; C -0.325; C 0.373; C -1.507; N -0.689

Most stable pick: A). Distance to second place: 16.8 kcal/mol.

A) Molecular formula: C7H14N2
Method: DFT, ωB97M-V/def2-TZVPD

Summary:
- frontier orbital gap (Ha) = 0.29514
- SMILES = CC/C(C)=N\C(C)=C\N
- E_HOMO (eV) = -7.02

Atoms and positions in Å:
C (-0.526, 1.809, 0.935)
C (-0.989, 1.257, -0.405)
C (-1.403, -0.407, -0.236)
C (-2.772, -0.850, -0.634)
N (-0.500, -1.247, 0.010)
C (0.839, -1.004, 0.042)
C (1.595, -1.539, 1.222)
C (1.389, -0.148, -0.889)
N (2.685, 0.344, -0.825)
H (-0.506, 2.900, 0.925)
H (-1.192, 1.489, 1.731)
H (0.466, 1.423, 1.181)
H (-0.363, 1.619, -1.221)
H (-1.966, 1.666, -0.658)
H (-2.909, -1.905, -0.410)
H (-2.938, -0.700, -1.702)
H (-3.522, -0.280, -0.082)
H (1.043, -2.381, 1.646)
H (1.687, -0.778, 2.005)
H (2.609, -1.842, 0.936)
H (0.919, -0.031, -1.859)
H (3.221, 0.095, 0.004)
H (3.132, 0.509, -1.714)

Atomic partial charges in e from the Mulliken method, atoms 1 to 5: C -0.938; C -0.590; C 0.648; C -1.284; N -0.569

B) Molecular formula: C7H14N2
Method: DFT, ωB97M-V/def2-TZVPD

Summary:
- frontier orbital gap (Ha) = 0.34524
- SMILES = Cc1c[nH]cn1.CCC
- E_HOMO (eV) = -8.46

Atoms and positions in Å:
C (-2.550, -1.250, -0.134)
C (-1.193, -1.627, -0.076)
C (-0.345, -1.417, 1.014)
N (0.881, -2.150, 0.759)
C (0.673, -2.690, -0.611)
N (-0.609, -2.444, -1.039)
H (-2.882, -0.984, -1.103)
H (-3.012, -0.386, 0.684)
H (-3.269, -2.143, 0.170)
H (-0.541, -0.955, 1.974)
H (1.598, -2.085, 1.385)
H (1.292, -3.516, -1.006)
C (-0.129, 2.685, 0.293)
C (0.900, 2.091, -0.852)
C (1.947, 1.175, -0.093)
H (0.340, 3.254, 1.172)
H (-0.652, 1.961, 0.756)
H (-0.900, 3.170, -0.346)
H (0.362, 1.496, -1.589)
H (1.471, 2.800, -1.369)
H (1.855, 0.311, -0.785)
H (2.999, 1.745, -0.096)
H (1.762, 0.957, 0.894)

Atomic partial charges in e from the Mulliken method, atoms 1 to 5: C -1.076; C 0.820; C -0.545; N -0.042; C -0.286

Most stable pick: A). Distance to second place: 27.8 kcal/mol.

A) Molecular formula: C4H12S4
Method: DFT, ωB97M-V/def2-TZVPD

Summary:
- frontier orbital gap (Ha) = 0.33649
- SMILES = CCSS.CCSS
- E_HOMO (eV) = -8.85

Atoms and positions in Å:
C (-2.367, -3.226, 1.258)
C (-2.462, -1.651, 1.344)
S (-0.991, -0.967, 0.479)
S (0.747, -1.492, 1.503)
H (-3.264, -3.602, 1.779)
H (-1.478, -3.710, 1.695)
H (-2.434, -3.508, 0.194)
H (-3.453, -1.313, 0.987)
H (-2.277, -1.174, 2.326)
H (1.126, -2.620, 0.866)
C (2.371, 1.528, -0.761)
C (0.937, 1.789, -1.084)
S (0.532, 3.623, -1.060)
S (1.401, 4.404, -2.864)
H (2.666, 2.124, 0.119)
H (3.085, 1.728, -1.577)
H (2.429, 0.458, -0.497)
H (0.651, 1.431, -2.091)
H (0.266, 1.302, -0.351)
H (2.515, 4.877, -2.265)

Atomic partial charges in e from the Mulliken method, atoms 1 to 5: C -0.907; C -0.447; S -0.126; S -0.214; H 0.306

B) Molecular formula: C4H12S4
Method: DFT, ωB97M-V/def2-TZVPD

Summary:
- frontier orbital gap (Ha) = 0.34115
- SMILES = CCSS.CSSC
- E_HOMO (eV) = -8.78

Atoms and positions in Å:
C (-0.171, -0.513, -1.811)
C (-1.357, -1.233, -1.203)
S (-1.590, -0.712, 0.532)
S (-3.422, -1.531, 0.921)
H (0.733, -0.632, -1.217)
H (-0.364, 0.551, -1.929)
H (0.080, -0.917, -2.789)
H (-1.191, -2.303, -1.209)
H (-2.279, -1.020, -1.728)
H (-4.199, -0.475, 0.641)
C (0.477, 2.362, 0.158)
S (2.210, 1.785, 0.118)
S (2.451, 1.054, 2.011)
C (2.075, -0.716, 1.803)
H (-0.199, 1.554, 0.396)
H (0.424, 3.153, 0.895)
H (0.240, 2.752, -0.832)
H (2.680, -1.116, 0.993)
H (2.361, -1.190, 2.742)
H (1.041, -0.850, 1.510)

Atomic partial charges in e from the Mulliken method, atoms 1 to 5: C -0.986; C -0.421; S -0.049; S -0.274; H 0.221

Most stable pick: B). Distance to second place: 13.6 kcal/mol.

A) Molecular formula: C15H18N2O3
Method: DFT, ωB97M-V/def2-TZVPD

Summary:
- frontier orbital gap (Ha) = 0.31688
- SMILES = Cc1cc(C)c([C@H](C)C2C(=O)NC(=O)NC2=O)c(C)c1
- E_HOMO (eV) = -8.60

Atoms and positions in Å:
C (-3.256, -3.784, -0.732)
C (-2.255, -2.725, -0.324)
C (-0.928, -3.123, -0.053)
C (0.052, -2.167, 0.335)
C (1.420, -2.615, 0.694)
C (-0.335, -0.787, 0.447)
C (0.809, 0.276, 0.654)
C (0.717, 1.017, 1.965)
C (1.081, 1.426, -0.686)
C (0.665, 2.870, -0.425)
O (-0.414, 3.018, 0.194)
N (1.384, 3.987, -0.895)
C (2.728, 4.041, -1.338)
O (3.431, 5.013, -1.390)
N (3.127, 2.702, -1.724)
C (2.510, 1.435, -1.363)
O (3.050, 0.332, -1.622)
C (-1.721, -0.442, 0.354)
C (-2.255, 0.892, 0.699)
C (-2.618, -1.442, -0.023)
H (-4.216, -3.304, -0.888)
H (-3.007, -4.281, -1.665)
H (-3.429, -4.575, 0.003)
H (-0.592, -4.157, -0.116)
H (1.466, -3.691, 0.553)
H (2.189, -2.137, 0.087)
H (1.633, -2.420, 1.746)
H (1.821, -0.169, 0.390)
H (1.745, 1.211, 2.241)
H (0.290, 2.028, 1.821)
H (0.195, 0.593, 2.811)
H (0.398, 1.023, -1.503)
H (1.082, 4.837, -0.459)
H (4.081, 2.622, -1.915)
H (-3.314, 0.940, 0.430)
H (-2.143, 1.137, 1.757)
H (-1.704, 1.627, 0.129)
H (-3.687, -1.205, -0.190)

Atomic partial charges in e from the Mulliken method, atoms 1 to 5: C -1.556; C 0.590; C -0.934; C 0.674; C -1.601

B) Molecular formula: C15H18N2O3
Method: DFT, ωB97M-V/def2-TZVPD

Summary:
- frontier orbital gap (Ha) = 0.33545
- SMILES = c1cc(-c2cc([C@@H]3COC4(CCCCC4)O3)[nH]n2)co1
- E_HOMO (eV) = -8.40

Atoms and positions in Å:
C (-2.071, -4.544, -4.993)
C (-1.390, -4.193, -3.847)
C (-1.409, -2.780, -3.763)
C (-0.874, -1.994, -2.641)
C (-1.110, -0.586, -2.480)
C (-0.686, -0.345, -1.182)
C (-0.798, 1.002, -0.364)
C (0.351, 1.949, -0.678)
O (1.398, 1.829, 0.288)
C (0.696, 1.413, 1.494)
C (0.408, 2.736, 2.365)
C (0.387, 2.450, 3.887)
C (1.651, 1.785, 4.361)
C (2.374, 0.994, 3.258)
C (1.366, 0.312, 2.331)
O (-0.510, 0.800, 0.988)
N (-0.360, -1.600, -0.640)
N (-0.390, -2.594, -1.576)
C (-1.893, -2.295, -4.911)
O (-2.388, -3.374, -5.658)
H (-2.200, -5.522, -5.550)
H (-0.870, -4.954, -3.137)
H (-1.469, 0.126, -3.209)
H (-1.825, 1.451, -0.539)
H (-0.039, 2.946, -0.852)
H (0.711, 1.606, -1.676)
H (-0.511, 3.100, 2.077)
H (1.198, 3.441, 2.109)
H (-0.467, 1.839, 4.025)
H (0.235, 3.288, 4.547)
H (1.429, 0.969, 5.042)
H (2.356, 2.479, 4.819)
H (2.889, 0.256, 3.750)
H (3.090, 1.562, 2.649)
H (2.015, -0.419, 1.727)
H (0.614, -0.248, 2.873)
H (0.152, -1.631, 0.203)
H (-2.059, -1.254, -5.097)

Atomic partial charges in e from the Mulliken method, atoms 1 to 5: C -0.286; C -0.531; C 0.989; C 0.240; C -0.473

Most stable pick: A). Distance to second place: 67.7 kcal/mol.